1.
Here is a cluster of 7 separate species, C32H35F32NO8 in total from OMol25. Energies are from wB97M-V/def2-TZVPD.

Structure (XYZ):
```
108
C32H35F32NO8, DFT wB97M-V/def2-TZVPD
F 7.84 4.35 5.61
C 6.63 4.83 5.24
F 5.96 3.87 4.54
C 5.79 5.32 6.43
F 4.53 5.56 6.02
F 6.38 6.37 6.98
C 5.77 4.32 7.51
O 5.19 4.75 8.77
C 4.38 3.79 9.49
F 3.26 3.65 8.82
F 4.97 2.59 9.49
C 4.16 4.23 11.02
F 5.31 4.39 11.72
F 3.27 5.21 11.17
H 6.98 5.66 4.63
H 6.76 3.96 7.80
H 5.42 3.43 6.98
H 3.66 3.39 11.50
F -13.49 0.27 -0.16
C -12.83 -0.36 0.83
F -13.77 -0.62 1.76
C -12.08 -1.60 0.37
F -12.87 -2.66 0.60
F -11.12 -1.77 1.28
C -11.43 -1.57 -0.99
O -10.41 -0.60 -1.05
C -9.08 -0.97 -1.30
F -8.78 -2.18 -0.87
F -8.99 -0.99 -2.66
C -8.14 0.14 -0.75
F -8.70 1.29 -0.81
F -7.57 0.02 0.52
H -12.09 0.36 1.18
H -12.19 -1.38 -1.75
H -11.08 -2.56 -1.27
H -7.22 0.29 -1.32
F 0.39 -0.28 -0.10
C 1.72 -0.13 -0.02
F 1.86 1.22 0.12
C 2.45 -0.70 1.24
F 2.18 -0.02 2.36
F 3.76 -0.71 1.03
C 1.95 -2.15 1.60
O 2.63 -2.57 2.84
C 2.96 -4.00 2.91
F 1.81 -4.65 2.86
F 3.61 -4.29 1.78
C 3.85 -4.10 4.17
F 4.21 -5.40 4.24
F 4.82 -3.23 4.31
H 2.11 -0.48 -0.98
H 2.29 -2.66 0.70
H 0.87 -2.23 1.71
H 3.25 -3.99 5.08
F -1.33 5.81 -4.37
C -2.44 5.87 -5.07
F -3.38 5.21 -4.43
C -2.87 7.23 -5.60
F -3.77 7.39 -6.55
F -1.76 7.83 -6.22
C -3.12 8.17 -4.41
O -1.99 8.11 -3.46
C -2.22 8.71 -2.16
F -2.78 9.88 -2.19
F -3.21 7.80 -1.57
C -0.89 8.73 -1.35
F 0.11 9.57 -1.86
F -1.12 9.05 -0.10
H -2.21 5.21 -5.91
H -4.15 7.96 -4.11
H -3.22 9.19 -4.79
H -0.53 7.70 -1.35
O 11.17 3.34 -1.85
C 10.80 2.85 -2.91
C 9.49 2.22 -3.23
C 9.92 1.37 -4.51
C 11.26 2.02 -4.97
O 11.74 2.76 -3.92
H 9.21 1.70 -2.31
H 8.73 2.98 -3.40
H 9.95 0.30 -4.30
H 9.23 1.51 -5.34
H 12.04 1.29 -5.21
H 11.09 2.62 -5.86
O 1.29 -4.57 -5.19
C 0.43 -5.21 -5.76
C -0.91 -4.78 -6.33
C -1.55 -6.14 -6.59
C -0.43 -7.14 -6.73
O 0.62 -6.51 -6.08
H -1.29 -4.04 -5.63
H -0.60 -4.28 -7.25
H -2.13 -6.53 -5.75
H -2.27 -6.15 -7.41
H -0.68 -8.13 -6.35
H -0.19 -7.34 -7.77
C -3.64 -10.06 1.91
C -2.05 -10.21 2.12
C -1.19 -9.92 0.86
C -1.49 -8.58 0.31
N -1.79 -7.56 -0.13
H -3.94 -10.59 1.00
H -4.02 -9.04 1.91
H -4.17 -10.51 2.75
H -1.75 -11.23 2.34
H -1.56 -9.65 2.91
H -1.45 -10.62 0.07
H -0.11 -10.01 0.99
```

Its SMILES is FC(F)C(F)(F)COC(F)(F)C(F)F.FC(F)C(F)(F)COC(F)(F)C(F)F.FC(F)C(F)(F)COC(F)(F)C(F)F.FC(F)C(F)(F)COC(F)(F)C(F)F.O=C1CCCO1.O=C1CCCO1.CCCC#N. The value obtained for the HOMO energy is -0.37374 hartree. The net charge is 0. The HOMO-LUMO gap comes out at 10.67 eV. Its total energy is -5092.58205 hartree.


2.
Here is a structure of composition C42H68GeMnN6P3S from OMol25. Energies are from wB97M-V/def2-TZVPD.

Structure (XYZ):
```
122
C42H68GeMnN6P3S, DFT wB97M-V/def2-TZVPD
Mn -0.16 -0.90 0.06
C 2.96 -3.40 -1.30
C 2.43 -2.18 -2.06
C 3.31 -1.85 -3.27
P 2.13 -0.78 -0.89
C 2.17 0.70 -1.96
N 1.44 1.80 -1.38
Ge 0.05 1.56 -0.14
N -1.50 2.06 -1.38
C -2.05 1.04 -2.25
P -2.13 -0.63 -1.44
C -2.24 -1.76 -2.91
C -3.04 -1.14 -4.07
C -2.83 -3.13 -2.55
C -3.81 -0.71 -0.67
C -4.35 0.65 -0.21
C -3.80 -1.74 0.47
C -2.11 3.22 -1.16
C -3.41 3.61 -1.60
C -3.95 4.77 -1.11
C -3.23 5.57 -0.20
C -1.92 5.27 0.16
C -1.34 4.15 -0.37
N 0.04 3.79 -0.31
C 0.67 4.05 -1.61
C 0.51 5.23 -2.31
C 1.14 5.40 -3.53
C 1.93 4.37 -4.02
C 2.07 3.17 -3.33
C 1.42 3.00 -2.11
C 0.77 4.31 0.83
C 1.29 5.59 0.92
C 1.94 5.98 2.08
C 2.06 5.07 3.12
C 1.57 3.77 3.01
C 0.92 3.37 1.84
N 0.43 2.07 1.62
C 0.52 1.18 2.76
P -0.20 -0.47 2.48
C 0.94 -1.70 3.28
C 1.76 -1.16 4.46
C 0.17 -2.97 3.67
C -1.77 -0.39 3.46
C -2.61 0.76 2.89
C -1.59 -0.22 4.97
C 3.62 -0.62 0.19
C 4.97 -0.71 -0.53
C 3.55 0.71 0.96
H 2.80 -4.31 -1.89
H 2.47 -3.54 -0.33
H 4.03 -3.32 -1.12
H 1.42 -2.41 -2.43
H 4.28 -1.45 -2.98
H 2.84 -1.14 -3.95
H 3.50 -2.77 -3.83
H 1.75 0.40 -2.93
H 3.21 0.97 -2.14
H -1.37 0.93 -3.11
H -3.03 1.29 -2.63
H -1.21 -1.89 -3.23
H -4.04 -0.82 -3.75
H -3.18 -1.89 -4.84
H -2.54 -0.29 -4.53
H -3.90 -3.05 -2.32
H -2.33 -3.60 -1.71
H -2.75 -3.78 -3.42
H -4.46 -1.08 -1.47
H -5.07 0.51 0.59
H -4.87 1.16 -1.02
H -3.58 1.32 0.16
H -3.02 -1.51 1.20
H -3.62 -2.75 0.11
H -4.76 -1.73 0.99
H -3.98 3.00 -2.28
H -4.94 5.07 -1.43
H -3.70 6.46 0.21
H -1.35 5.93 0.80
H -0.12 6.02 -1.91
H 1.02 6.32 -4.08
H 2.44 4.50 -4.97
H 2.67 2.38 -3.76
H 1.20 6.28 0.09
H 2.34 6.98 2.17
H 2.56 5.36 4.03
H 1.71 3.08 3.82
H -0.01 1.62 3.61
H 1.56 1.05 3.07
H 1.63 -1.96 2.48
H 1.13 -0.71 5.23
H 2.51 -0.44 4.16
H 2.29 -2.00 4.93
H -0.28 -2.86 4.66
H 0.86 -3.81 3.73
H -0.64 -3.20 2.97
H -2.28 -1.33 3.27
H -2.29 1.72 3.30
H -3.66 0.62 3.16
H -2.55 0.82 1.80
H -0.99 0.64 5.23
H -1.16 -1.10 5.45
H -2.58 -0.07 5.41
H 3.55 -1.44 0.90
H 5.07 0.06 -1.30
H 5.15 -1.68 -0.99
H 5.76 -0.55 0.20
H 3.83 1.55 0.32
H 4.25 0.69 1.80
H 2.56 0.91 1.34
C 0.47 -6.91 1.42
N 0.31 -5.48 1.12
C 0.10 -4.85 -0.02
S -0.38 -3.17 0.08
N 0.18 -5.37 -1.24
C 0.60 -6.70 -1.73
H 0.35 -7.04 2.49
H 1.46 -7.27 1.15
H -0.29 -7.50 0.92
H 0.24 -4.88 1.93
H -0.07 -4.72 -1.96
H 0.91 -7.35 -0.93
H 1.44 -6.56 -2.41
H -0.22 -7.17 -2.26
```

Its spin multiplicity is 6. The value obtained for the HOMO energy (spin up / spin down) is -0.54292 / -0.54302 hartree. The net charge is +3. The HOMO-LUMO gap (spin up / spin down) comes out at 6.15 / 5.15 eV. Its expectation value of S² is 9.071. Its total energy is -6619.13157 hartree.


3.
Here is a structure of composition C20H19BF6FeN2O6S from OMol25. Energies are from wB97M-V/def2-TZVPD.

Structure (XYZ):
```
56
C20H19BF6FeN2O6S, DFT wB97M-V/def2-TZVPD
Fe 0.53 0.94 -0.73
O -4.53 -3.69 -2.48
C -3.62 -3.81 -1.63
O -3.32 -4.73 -0.85
C -2.72 -2.59 -1.47
C -3.00 -1.65 -0.47
C -2.14 -0.60 -0.27
N -1.02 -0.46 -0.98
C -0.75 -1.34 -1.96
C -1.58 -2.40 -2.25
C 0.55 -1.07 -2.67
O 0.87 -1.65 -3.68
O 1.28 -0.17 -2.03
H -3.89 -1.76 0.14
H -2.32 0.15 0.49
H -1.31 -3.06 -3.06
C 3.65 -1.01 6.76
C 2.84 -1.08 5.49
C 1.45 -1.21 5.53
C 0.71 -1.27 4.37
C 1.35 -1.22 3.14
C 2.73 -1.09 3.07
C 3.46 -1.01 4.24
S 0.37 -1.26 1.66
C 0.29 -3.04 1.48
O 1.31 -0.87 0.53
H 3.05 -0.62 7.58
H 4.52 -0.36 6.63
H 4.01 -2.00 7.04
H 0.96 -1.27 6.49
H -0.38 -1.33 4.41
H 3.21 -1.04 2.10
H 4.54 -0.90 4.19
H 1.30 -3.42 1.33
H -0.34 -3.26 0.62
H -0.16 -3.47 2.38
C 0.83 2.48 3.24
C 0.81 2.52 1.71
O 0.19 1.44 1.14
C 0.09 3.84 1.29
F -1.10 3.92 1.91
F 0.78 4.95 1.63
F -0.14 3.90 -0.01
C 2.27 2.56 1.21
F 2.92 1.44 1.53
F 3.01 3.58 1.64
F 2.28 2.61 -0.17
H -0.19 2.43 3.59
H 1.32 3.36 3.65
H 1.36 1.59 3.57
B 0.44 3.71 -4.17
C 0.03 2.81 -2.97
N -0.26 2.15 -2.06
H 0.95 2.98 -5.00
H 1.23 4.52 -3.73
H -0.55 4.26 -4.60
```

Its spin multiplicity is 6. The value obtained for the HOMO energy (spin up / spin down) is -0.21195 / -0.21176 hartree. The net charge is -1. The relative energy (zero: lowest compared OMol25 entry of this formula, charge and spin) is 30.9 kcal/mol. The HOMO-LUMO gap (spin up / spin down) comes out at 7.55 / 6.22 eV. Its expectation value of S² is 8.759. Its total energy is -3620.57419 hartree.


> Among the records above, which one has the highest net charge?

C42H68GeMnN6P3S